10
Properties=species:S:1:pos:R:3 method="wB97M-V/def2-TZVPD" s_squared=2.030 multiplicity=3 lumo_ev="-0.2103 / -3.6767" de_lowest_kj_mol=226.6 gap_ev="7.8 / 6.2"
N 1.8279 -1.1666 0.3136
N -1.3920 -0.2621 -0.0499
O -1.7495 0.3859 0.9544
O -1.9417 -1.2411 -0.4929
O -0.1684 1.9048 -0.2618
Si 0.2376 0.4033 -0.6996
H 1.2584 -1.7888 0.9346
H 2.2226 -0.4033 0.8268
H -0.8274 1.7953 0.5175
H 0.5324 0.3727 -2.0428

108
Properties=species:S:1:pos:R:3 method="wB97M-V/def2-TZVPD" lumo_ev=0.2295 de_lowest_kj_mol=103.5 gap_ev=9.0
C -1.2490 -3.0957 1.0315
O -0.8161 -4.2498 0.3435
C -1.4908 -4.4057 -0.8585
C -1.1742 -5.8256 -1.3399
C -1.7570 -6.0735 -2.7282
N -1.6423 -6.8948 -0.4478
H -1.0346 -2.1634 0.4700
H -0.7446 -3.0644 1.9937
H -2.3502 -3.0976 1.1568
H -2.5747 -4.1478 -0.8602
H -0.9804 -3.7007 -1.5541
H -0.0748 -5.8818 -1.3788
H -1.3756 -5.3105 -3.3978
H -2.8568 -6.0482 -2.7678
H -1.4039 -7.0277 -3.1149
H -2.6489 -6.9185 -0.3730
H -1.2257 -6.7897 0.4658
C 1.8592 -1.2269 2.1075
O 3.1829 -1.4652 2.5710
C 4.1456 -1.1513 1.5884
C 5.5667 -1.4711 2.0562
C 5.7981 -3.0120 1.9153
N 5.8426 -1.0975 3.4460
H 1.1553 -1.4430 2.9110
H 1.6560 -1.9252 1.2907
H 1.7069 -0.2057 1.7300
H 3.9535 -1.5718 0.5762
H 4.0938 -0.0563 1.4581
H 6.2659 -0.8151 1.5186
H 6.8459 -3.1621 1.6593
H 5.2588 -3.4070 1.0450
H 5.5487 -3.5849 2.8219
H 5.7118 -0.0904 3.4305
H 5.1541 -1.5288 4.0491
C -4.6448 -1.0473 1.6011
O -4.5095 -1.2448 0.2346
C -4.3655 -0.0731 -0.4955
C -3.7880 -0.4896 -1.8504
C -4.7663 -1.3042 -2.6889
N -2.5122 -1.1643 -1.8504
H -4.7851 -2.0030 2.1153
H -5.4891 -0.3686 1.8101
H -3.7489 -0.5495 2.0187
H -5.3416 0.4137 -0.6753
H -3.7590 0.6889 0.0535
H -3.6242 0.4510 -2.3983
H -4.3938 -1.3477 -3.7149
H -5.7553 -0.8348 -2.6802
H -4.8459 -2.3250 -2.3095
H -2.7028 -2.0864 -1.4658
H -1.9352 -0.6536 -1.1883
C 3.1660 4.8239 4.9258
O 2.6663 4.1065 3.8145
C 2.3594 4.9685 2.7094
C 1.2403 4.2705 1.9747
C 1.4431 2.7864 1.7093
N 1.0189 5.0523 0.7411
H 3.6079 4.1514 5.6697
H 2.2690 5.3097 5.3484
H 3.8720 5.6106 4.6709
H 2.0567 5.9806 3.0030
H 3.2526 5.0494 2.0761
H 0.3374 4.3802 2.5915
H 1.5776 2.2837 2.6710
H 2.3547 2.6270 1.1048
H 0.5769 2.3360 1.2027
H 0.7106 4.4105 0.0430
H 1.8696 5.5291 0.4936
C 3.4347 -0.0645 -5.0132
O 2.2845 0.4874 -4.3997
C 2.1474 0.1901 -3.0483
C 1.5529 -1.1879 -2.8625
C 0.3261 -1.5342 -3.6594
N 1.4548 -1.3285 -1.3857
H 3.3025 0.2154 -6.0605
H 3.5364 -1.1573 -4.9867
H 4.3403 0.4140 -4.6121
H 3.0728 0.3118 -2.4687
H 1.4346 0.9399 -2.7000
H 2.3514 -1.8598 -3.2519
H 0.0046 -2.5231 -3.3505
H 0.5643 -1.5329 -4.7237
H -0.4977 -0.8475 -3.4354
H 1.1230 -2.1959 -0.9897
H 0.7886 -0.6325 -1.0780
C -0.5957 3.2004 -2.5180
O -0.9554 3.0060 -1.1319
C -2.2659 3.4460 -0.8445
C -2.4341 3.4348 0.6724
C -3.8861 3.2405 1.0743
N -1.9328 4.5920 1.4380
H 0.4086 2.8074 -2.6239
H -0.6771 4.2583 -2.8371
H -1.2505 2.5772 -3.1427
H -2.5064 4.4573 -1.2135
H -2.9404 2.6944 -1.2890
H -1.8153 2.6063 1.0368
H -4.2749 2.3721 0.5400
H -4.5356 4.0809 0.7737
H -4.0290 3.0485 2.1456
H -1.1511 4.9633 0.9252
H -2.5797 5.3545 1.5684
O -1.3677 0.7651 2.6228
H -1.7004 0.0431 3.1808
H -0.7876 1.3114 3.1726
O -0.6248 0.4408 -0.0844
H -0.4396 1.3308 -0.4041
H -0.6374 0.4459 0.8839

41
Properties=species:S:1:pos:R:3 method="wB97M-V/def2-TZVPD" lumo_ev=-2.7686 charge=+1 de_lowest_kj_mol=0.0 gap_ev=9.3
Zn -0.1700 -0.0003 -0.3345
C 0.2781 -0.0001 3.9427
C 0.9362 -0.0002 2.7163
N 0.0578 -0.0003 1.7124
N -1.1712 -0.0003 2.2748
C -1.0630 -0.0002 3.6102
B -2.4765 -0.0003 1.4384
N -2.4744 -1.2641 0.5439
C -3.3824 -2.2445 0.4605
C -2.9363 -3.1808 -0.4544
C -1.7121 -2.6852 -0.8963
N -1.4360 -1.5363 -0.2821
N -2.4744 1.2635 0.5439
C -3.3824 2.2440 0.4606
C -2.9363 3.1802 -0.4544
C -1.7121 2.6846 -0.8962
N -1.4361 1.5358 -0.2821
H 0.7085 -0.0001 4.9282
H 1.9992 -0.0003 2.5308
H -1.9410 -0.0002 4.2343
H -3.4229 -0.0003 2.1576
H -4.2885 -2.2170 1.0428
H -3.4263 -4.0887 -0.7576
H -1.0291 -3.1020 -1.6186
H -4.2885 2.2163 1.0429
H -3.4264 4.0881 -0.7576
H -1.0291 3.1014 -1.6185
C 5.2282 0.0010 -1.1584
C 4.0713 0.0008 -2.0808
N 4.1150 0.0011 -3.3650
N 2.8124 0.0009 -3.7736
C 1.9344 0.0004 -2.7668
S 0.2693 -0.0001 -2.8044
N 2.7422 0.0004 -1.6638
N 2.2302 -0.0002 -0.3803
H 6.1406 0.0013 -1.7476
H 5.2184 -0.8847 -0.5209
H 5.2178 0.8862 -0.5204
H 2.5940 0.0010 -4.7553
H 2.5307 0.8272 0.1250
H 2.5306 -0.8280 0.1243

46
Properties=species:S:1:pos:R:3 method="wB97M-V/def2-TZVPD" lumo_ev=0.4711 de_lowest_kj_mol=15.8 gap_ev=9.0
C -0.3922 -2.6746 -0.0034
C -0.8121 -1.2640 0.2154
N -2.1484 -0.9309 0.2847
C -2.1665 0.3558 0.4813
O -3.2540 1.1294 0.5875
N -0.9450 0.9040 0.5738
C -0.0378 -0.1472 0.3928
C 1.4196 -0.0094 0.4032
O 2.1462 -0.8127 -0.1655
N 1.9448 1.0854 1.0473
C 1.3678 1.7124 2.2580
C 2.6444 2.0334 3.0389
C 3.5723 2.4853 1.9104
C 3.4167 1.1697 1.1522
C 3.8680 0.1522 2.2080
N 3.2590 0.7548 3.4056
C 3.1111 0.2218 4.6426
O 2.4769 0.7931 5.5186
C 3.7777 -1.0942 4.8668
C 3.6460 -1.7031 6.0385
C 4.2886 -2.9978 6.3630
C 5.4615 -3.0344 7.1131
C 6.0760 -4.2454 7.3899
C 5.5329 -5.4358 6.9267
C 4.3683 -5.3883 6.1808
Br 3.6122 -7.0012 5.5327
C 3.7415 -4.1874 5.8911
H 0.6885 -2.7683 0.0510
H -0.8647 -3.3212 0.7366
H -0.7204 -3.0106 -0.9881
H -4.0193 0.5498 0.4819
H -0.7478 1.8862 0.6429
H 0.8182 2.6294 2.0238
H 0.7167 1.0294 2.8022
H 2.5093 2.6670 3.9080
H 3.1934 3.3424 1.3564
H 4.5911 2.6652 2.2482
H 3.8905 1.0615 0.1835
H 3.4746 -0.8380 1.9885
H 4.9576 0.1024 2.2840
H 4.3605 -1.5432 4.0720
H 3.0629 -1.2015 6.8059
H 5.8919 -2.1095 7.4748
H 6.9894 -4.2667 7.9697
H 6.0062 -6.3838 7.1394
H 2.8336 -4.1727 5.3038

56
Properties=species:S:1:pos:R:3 method="wB97M-V/def2-TZVPD" lumo_ev=-5.2045 charge=+2 de_lowest_kj_mol=0.0 gap_ev=10.6
O 0.5233 3.2487 1.7362
C 0.9648 2.5065 0.9021
C 0.4241 1.0409 0.8854
C -0.0675 0.6973 -0.5153
C -0.6006 -0.7117 -0.5451
C -1.8785 -1.0141 -0.6568
N 0.4290 -1.7948 -0.5227
N -0.6743 1.0437 1.9178
H 1.6599 2.8275 0.1316
H 1.1780 0.3698 1.2899
H -0.7791 1.3966 -0.9739
H 0.6901 0.9319 -1.2754
H -2.5787 -0.1908 -0.7259
H -2.2655 -2.0176 -0.6558
H 1.3107 -1.3632 -0.8129
H 0.1530 -2.5864 -1.0897
H 0.4148 -2.2833 0.3903
H -0.3826 0.3558 2.6352
H -1.6384 0.8629 1.6031
H -0.7067 1.9339 2.4334
H -4.1145 2.0770 1.3005
H -4.1866 0.5701 1.2958
O -3.6167 1.2958 1.0224
H -1.1326 1.7061 -3.3598
H -1.5339 3.1294 -2.8957
O -1.0986 2.3194 -2.6006
H -3.8566 1.8019 -1.0698
H -2.6992 1.8258 -1.9910
O -3.5178 1.3143 -1.8247
H 1.1146 -0.1439 4.4716
H 2.1279 -0.5485 3.5238
O 1.2109 -0.2402 3.5111
H 0.2986 0.1153 -4.9413
H -0.9483 -0.3661 -4.0904
O -0.4938 0.4005 -4.4838
H 2.6446 -3.4379 1.6445
H 2.9780 -2.0412 1.3952
O 2.1731 -2.6196 1.4367
H 3.2876 -1.3841 -2.4334
H 2.6470 -0.1624 -2.9149
O 2.6542 -0.7184 -2.1209
H 4.5862 -0.7415 1.0509
H 3.5085 0.3138 1.0915
O 3.7660 -0.5296 1.5127
H -0.9878 -2.6465 1.7925
H -1.3444 -4.1850 1.1630
O -0.9532 -3.3205 1.0901
H -3.0110 -0.6684 -2.9041
H -2.6776 -1.3787 -4.2380
O -2.3549 -1.2329 -3.3397
H 3.4900 1.1615 -1.0156
H 4.2830 2.2188 -0.2006
O 3.5515 1.5913 -0.1561
H -1.2719 -2.1753 4.1023
H 0.0783 -2.0862 3.2840
O -0.8562 -1.8451 3.3047

46
Properties=species:S:1:pos:R:3 method="wB97M-V/def2-TZVPD" s_squared=2.207 multiplicity=3 lumo_ev="-13.0095 / -14.7363" charge=+3 de_lowest_kj_mol=0.0 gap_ev="6.0 / 4.9"
I 0.9088 -1.9273 1.4027
I -0.3540 2.2285 -1.5787
W -0.0908 0.1128 0.0566
P 0.5751 1.5503 1.8968
C -0.6536 1.6747 3.2320
C 2.0917 1.0810 2.7952
H 2.3436 1.9041 3.4812
H 1.2212 3.8473 2.2532
H 2.9211 0.9197 2.0938
H 1.5501 3.3210 0.5634
H -0.8516 0.6770 3.6448
H 1.9237 0.1568 3.3627
C 0.8336 3.2791 1.3929
H -0.2226 2.3054 4.0338
H -0.1190 3.7094 1.0586
H -1.5928 2.0957 2.8355
P -0.0613 -1.3362 -1.9940
C -1.5924 -2.3190 -2.1427
C 0.1035 -0.5341 -3.6342
H 2.2308 -2.1275 -1.8944
H 1.2548 -3.0480 -3.0832
H 1.0871 -3.3784 -1.3208
C 1.2590 -2.6022 -2.0757
H 0.9888 0.1134 -3.6384
H 0.2264 -1.3183 -4.4025
H -1.5287 -2.9500 -3.0484
H -2.4590 -1.6433 -2.2236
H -0.7816 0.0699 -3.8612
H -1.7247 -2.9455 -1.2462
C -1.9513 -0.7916 0.5922
O -2.7577 -1.6511 0.8675
C -4.9829 1.3061 -0.2170
C -4.3173 1.9304 0.9982
C -4.5973 3.4299 1.0708
C -4.7081 1.2203 2.2926
C -2.8681 1.6629 0.8996
C -2.0241 0.7076 0.6415
H -6.0736 1.3916 -0.1551
H -4.7206 0.2468 -0.2775
H -4.6403 1.7994 -1.1367
H -5.6809 3.6168 1.1855
H -4.0781 3.8817 1.9226
H -4.2519 3.9376 0.1624
H -4.4240 0.1607 2.2108
H -4.1664 1.6700 3.1383
H -5.7856 1.2864 2.4811

19
Properties=species:S:1:pos:R:3 method="wB97M-V/def2-TZVPD" lumo_ev=0.2141 de_lowest_kj_mol=479.2 gap_ev=9.9
C -1.1193 1.8489 -1.9131
C -0.0735 1.7911 -2.7214
N 1.1829 1.1716 -2.4646
C 1.1246 0.4877 -1.3273
C 0.0620 0.2894 -0.4888
C 0.1452 -0.5276 0.7576
C 0.6897 -0.1395 1.8914
N 0.7068 -0.8743 3.0139
C 0.3633 -2.0642 2.9504
N -0.2125 -2.6600 1.8883
C -0.2285 -1.8915 0.8124
C -1.0864 1.0009 -0.7422
H -2.0427 2.5223 -2.3473
H 0.0159 2.3215 -3.7556
H 1.8283 -0.1032 -1.2076
H 0.9940 0.9499 2.1801
H 0.3416 -2.7047 3.5407
H -0.8165 -2.5105 0.1884
H -1.8750 1.0920 -0.2555

7
Properties=species:S:1:pos:R:3 method="wB97M-V/def2-TZVPD" lumo_ev="-0.6305 / -0.6308" de_lowest_kj_mol=439.9 gap_ev="8.2 / 8.2"
C 0.8780 0.3621 -0.3379
N 0.9427 -1.0660 -0.1662
O -0.2518 -1.4547 0.0903
O -1.7757 0.2564 1.2368
O -0.2166 0.8791 -0.5330
S -1.5229 0.0416 -0.1318
H 1.9462 0.9815 -0.1582

17
Properties=species:S:1:pos:R:3 method="wB97M-V/def2-TZVPD" lumo_ev=0.3006 de_lowest_kj_mol=115.4 gap_ev=8.7
C -2.2633 -1.4197 0.1324
C -2.0182 -0.1171 0.9697
N -0.6671 0.2838 0.9600
H -1.9112 -1.5656 -0.8846
H -3.3622 -1.6004 0.1967
H -1.7154 -2.1289 0.7206
H -2.3800 -0.4053 1.9606
H -2.6507 0.6273 0.5629
H -0.0578 -0.3651 1.5160
H -0.1224 0.2066 0.0906
C 2.3304 1.9179 -0.6449
S 2.5618 0.2531 -0.0055
S 2.3966 -0.7395 -1.8674
H 3.2293 2.2145 -1.4107
H 1.3439 1.9050 -1.0644
H 2.3393 2.7679 0.0799
H 2.9468 -1.8345 -1.3118

27
Properties=species:S:1:pos:R:3 method="wB97M-V/def2-TZVPD" lumo_ev=-2.9591 charge=+1 de_lowest_kj_mol=0.0 gap_ev=9.9
C -3.1982 1.6777 -0.6860
C -3.2217 0.2709 -0.7293
C -2.0346 2.3607 -0.3824
C -2.0875 -0.4231 -0.5522
C -0.8340 1.6866 -0.1759
C -0.9418 0.3197 -0.2917
C 1.0572 -0.8357 -1.0575
C 3.9139 1.7603 0.7166
C 1.8284 -1.8654 0.8529
C 0.4160 -1.1573 1.1206
N 1.9722 -1.6713 -0.5958
N 4.8194 1.8284 1.4605
N 0.1882 -0.5423 -0.1211
O 3.0281 1.3746 0.0467
S 1.1689 -0.2342 -2.6313
H -4.0390 2.1622 -0.9436
H -4.2117 -0.1921 -0.7412
H -2.1779 3.5060 -0.1440
H -1.8722 -1.5612 -0.5038
H 0.0809 2.1264 0.0167
H 2.7655 -1.5674 1.3558
H 1.7776 -2.9435 1.2611
H -0.4754 -1.7081 1.4092
H 0.6622 -0.4779 2.0197
H 2.8648 -1.9157 -0.9771
H -0.1504 -0.2401 -2.9748
H 5.4368 2.5860 1.6592

44
Properties=species:S:1:pos:R:3 method="wB97M-V/def2-TZVPD" lumo_ev=-0.7269 gap_ev=5.0
C -0.9524 4.3539 1.5136
Si -0.8148 2.8865 0.2202
C -1.9807 3.3265 -1.2566
C -1.3926 1.2434 1.0809
O 0.8910 2.7598 -0.2459
C 1.0491 1.9190 -1.4469
C 2.1588 0.7349 -1.1090
N 1.5559 -0.5392 -0.5617
C 1.9019 -0.8503 0.8771
C 2.4811 -2.3543 1.1519
C 1.4524 -3.5866 0.8714
C -0.1293 -3.1972 0.7435
N -0.4804 -3.2222 -0.7286
C -1.6517 -2.3344 -1.0754
N -2.8909 -2.3314 -0.4859
N -1.4695 -1.3569 -2.2548
H -0.4590 3.9508 2.4977
H -2.0955 4.6003 1.7514
H -0.4339 5.3476 1.1110
H -2.7997 4.0888 -0.9126
H -1.3750 3.8100 -2.1637
H -2.4339 2.3039 -1.6462
H -1.3802 0.3503 0.3025
H -0.6060 1.0020 1.9141
H -2.4598 1.4511 1.5285
H 1.5241 2.5834 -2.3172
H 0.0713 1.3615 -1.7773
H 2.7094 0.4523 -2.1299
H 2.9722 1.2351 -0.4333
H 0.4941 -0.4774 -0.6036
H 1.8791 -1.3439 -1.1522
H 2.7366 -0.0952 1.2754
H 0.9384 -0.5904 1.5324
H 2.9608 -2.4676 2.2378
H 3.4017 -2.5003 0.4059
H 1.5442 -4.3306 1.7988
H 1.8418 -4.2013 -0.0720
H -0.4682 -2.2396 1.3217
H -0.7351 -4.1008 1.2364
H -0.6997 -4.2265 -0.9957
H -2.8727 -3.0583 0.2622
H -1.7748 -1.9455 -3.0875
H -0.4582 -1.1748 -2.4361
Cl -1.7502 2.7636 3.2578

12
Properties=species:S:1:pos:R:3 method="wB97M-V/def2-TZVPD" lumo_ev=0.8018 de_lowest_kj_mol=46.6 gap_ev=10.0
N 0.4155 -0.3721 1.0676
C -0.5720 -0.1923 0.2699
N -1.8971 -0.0112 0.6809
N -0.4098 -0.2610 -1.0801
H 0.1242 -0.3025 2.0342
H -1.9567 0.2330 1.6569
H -2.4709 0.5391 0.0565
H -1.1776 0.0043 -1.6666
H 0.5331 -0.1505 -1.4328
O 2.4762 -0.0372 -0.8622
H 2.0150 -0.2506 -0.0220
H 2.9199 0.8008 -0.7022

9
Properties=species:S:1:pos:R:3 method="wB97M-V/def2-TZVPD" s_squared=0.752 multiplicity=2 lumo_ev="-6.7581 / -7.5329" charge=+1 de_lowest_kj_mol=41.0 gap_ev="7.4 / 9.0"
F -0.8215 0.5833 3.5057
H -0.0965 -0.0418 3.5876
O 0.5791 -1.2193 -0.9698
C 0.4057 -0.1080 -0.5265
C 0.9684 0.1832 0.8785
O 1.3580 -0.7843 1.5117
Hg 1.7922 -2.7546 0.3127
H -0.1834 0.6641 -1.0485
H 1.1348 1.2241 1.1992

16
Properties=species:S:1:pos:R:3 method="wB97M-V/def2-TZVPD" lumo_ev=0.6894 de_lowest_kj_mol=363.0 gap_ev=10.5
C 3.3462 0.0844 -0.2204
N 3.0528 0.5173 -1.4083
C 1.6720 0.4433 -1.7167
H 4.1605 0.5994 0.4283
H 2.6467 -0.4581 0.3748
H 1.3898 -0.5195 -2.2100
H 0.9259 0.5902 -0.8854
H 1.4451 1.4097 -2.2151
C -3.2983 0.3470 0.4357
N -3.0530 -0.7414 1.1064
C -1.7048 -0.7450 1.6348
H -4.2965 0.5125 -0.1377
H -2.5443 1.0955 0.4094
H -1.0958 0.1369 1.5304
H -1.7399 -0.9107 2.7668
H -0.9812 -1.6661 1.2510

21
Properties=species:S:1:pos:R:3 method="wB97M-V/def2-TZVPD" lumo_ev=0.8681 de_lowest_kj_mol=28.1 gap_ev=9.6
C 0.2565 1.3124 -1.4150
N 1.2265 0.3132 -0.9803
C 1.5635 -0.6412 -2.0364
N 0.5968 -1.7008 -2.2058
H 0.0426 1.9994 -0.6003
H 0.5989 1.8970 -2.2822
H -0.6792 0.8259 -1.6955
H 2.0757 0.7923 -0.6937
H 2.5217 -1.0798 -1.7679
H 1.6841 -0.1312 -2.9951
H 0.5339 -2.2459 -1.3550
H -0.3169 -1.3228 -2.4146
C -1.8264 0.5496 2.9114
C -1.1265 -0.2874 1.8496
S 0.5517 -0.7529 2.3989
H -1.2254 1.3962 3.2387
H -2.0624 -0.0596 3.7851
H -2.7724 0.9265 2.5218
H -1.7218 -1.1794 1.6574
H -0.9958 0.2464 0.9099
H 1.0748 -0.8579 1.1691